The following is a DFT calculation (ωB97M-V/def2-TZVPD) of a molecular structure, C12H22F18Na3O12P3 at a distorted geometry.

Computed properties:
Expectation value of S² ... 0.760
Spin multiplicity ... 2
Energy ... -127413.946 eV
Total charge ... +1

Geometry (Å):
Na: -0.214 -0.673 -2.997
Na: -0.114 3.574 0.929
Na: 3.156 0.443 0.872
P: 2.882 3.806 -0.876
F: 3.004 2.396 -1.588
F: 4.502 3.937 -0.748
F: 2.929 4.508 -2.340
F: 2.649 5.251 -0.240
F: 1.286 3.613 -0.937
F: 2.985 3.186 0.583
P: -3.159 -1.289 -4.682
F: -4.601 -0.681 -4.091
F: -2.512 0.181 -4.839
F: -2.502 -1.333 -3.173
F: -1.784 -1.969 -5.315
F: -3.871 -2.798 -4.505
F: -3.815 -1.117 -6.143
P: -0.256 0.232 0.169
F: -1.243 1.445 -0.145
F: 0.760 0.663 -1.063
F: 0.660 1.329 1.048
F: 0.749 -1.009 0.489
F: -1.206 -0.070 1.436
F: -1.132 -0.716 -0.844
C: -3.998 1.548 -1.316
C: -5.001 1.989 -2.469
O: -6.130 1.281 -2.130
C: -6.131 1.035 -0.817
O: -7.033 0.606 -0.119
O: -4.949 1.463 -0.289
H: -3.303 2.316 -0.977
H: -3.387 0.649 -1.406
H: -4.598 1.694 -3.438
H: -5.377 3.010 -2.537
C: 1.754 -4.137 -0.873
O: 0.541 -4.821 -1.040
C: -0.331 -4.299 -1.899
O: -0.199 -3.317 -2.571
O: -1.333 -5.130 -1.921
C: -2.506 -4.708 -2.684
H: 2.478 -4.695 -0.279
H: 1.637 -3.208 -0.314
H: 2.281 -3.849 -1.783
H: -2.317 -4.370 -3.703
H: -3.028 -3.921 -2.140
H: -3.158 -5.561 -2.872
C: 0.693 1.529 4.471
O: 1.574 2.625 4.798
C: 1.610 3.771 4.027
O: 0.777 4.005 3.135
O: 2.609 4.568 4.438
C: 2.776 5.815 3.934
H: 0.820 0.741 5.214
H: 0.864 1.155 3.462
H: -0.296 1.983 4.420
H: 1.800 6.245 3.708
H: 3.279 5.754 2.968
H: 3.307 6.459 4.634
C: 4.749 -3.143 0.892
O: 3.551 -3.525 1.583
C: 2.908 -2.575 2.311
O: 3.375 -1.418 2.465
O: 1.869 -3.133 2.887
C: 1.001 -2.223 3.604
H: 5.100 -3.770 0.073
H: 5.556 -3.252 1.617
H: 4.701 -2.140 0.468
H: 0.610 -1.344 3.092
H: 1.588 -1.847 4.442
H: 0.114 -2.766 3.932